Entry w
Computed, not measured: a 3-piece molecular cluster, C4H11O2S overall, with wB97M-V/def2-TZVPD.

Summary:
- HOMO energy (eV) = -3.379
- Kohn-Sham gap (eV) = 5.36
- LUMO energy (eV) = 1.98

```
! RIJCOSX wB97M-V def2-TZVPD def2/J DEFGRID3
* xyz -1 1
C -1.519 0.872 -0.491
O -2.101 -0.038 0.298
C -0.277 0.316 -1.227
C 0.922 0.041 -0.307
C 2.216 -0.562 -0.938
S 3.350 -1.049 0.397
H -1.130 1.805 0.005
H -2.111 1.346 -1.308
H -0.484 -0.717 -1.639
H -0.014 0.902 -2.155
H 1.274 0.901 0.247
H 0.541 -0.714 0.414
H 2.746 0.203 -1.502
H 1.802 -1.399 -1.467
H 1.765 -1.675 1.518
H -1.975 -0.118 3.394
H -2.240 -0.110 1.931
O -2.764 -0.004 2.829
*
```

In the natural (NBO) picture, each atom carries the following charge in e: C 0.000; O -0.936; C -0.422; C -0.389; C -0.543; S -0.070; H 0.075; H 0.083; H 0.177; H 0.164; H 0.187; H 0.213; H 0.219; H 0.207; H 0.103; H 0.426; H 0.519; O -1.012

Entry x
Computed, not measured: a 2-piece molecular cluster, C4H11O2S overall, with wB97M-V/def2-TZVPD.

Summary:
- HOMO energy (eV) = -2.737
- Kohn-Sham gap (eV) = 6.61
- LUMO energy (eV) = 3.88

```
! RIJCOSX wB97M-V def2-TZVPD def2/J DEFGRID3
* xyz -1 1
C 0.666 -2.065 -0.808
O 0.014 -1.231 -1.778
C -0.034 -2.025 0.620
C -0.949 -0.867 0.994
C -0.253 0.321 1.667
S -0.454 1.908 0.746
H 1.627 -1.518 -0.739
H 0.788 -3.083 -1.142
H -0.568 -2.985 0.724
H 0.885 -1.963 1.220
H -1.519 -0.545 0.103
H -1.670 -1.257 1.698
H 0.812 0.214 1.819
H -0.729 0.631 2.598
H 1.324 1.732 -0.948
H 0.630 2.575 -2.016
H -0.386 -0.491 -1.298
O 1.229 1.817 -1.914
*
```

In the natural (NBO) picture, each atom carries the following charge in e: C -0.057; O -0.746; C -0.424; C -0.439; C -0.529; S -0.752; H 0.155; H 0.161; H 0.185; H 0.200; H 0.207; H 0.197; H 0.184; H 0.197; H 0.494; H 0.465; H 0.489; O -0.985

Stability check: which of them is least stable? entry w.

Entry w
Computed, not measured: C11H20N2O5 as an isolated structure, with wB97M-V/def2-TZVPD.

Summary:
- HOMO energy (eV) = -9.670
- Kohn-Sham gap (eV) = 10.18
- LUMO energy (eV) = 0.51

```
! RIJCOSX wB97M-V def2-TZVPD def2/J DEFGRID3
* xyz 0 1
C 0.297 1.234 2.621
C 0.937 0.195 1.704
C -1.147 0.878 2.932
C -1.497 -0.622 3.412
C -1.578 -1.610 2.263
C 0.810 -0.273 -0.644
C 2.184 -0.570 -1.333
C -0.158 0.079 -1.903
C 0.278 1.433 -2.526
C 0.104 -1.004 -3.043
C -0.887 -0.852 -4.219
H 0.112 3.597 2.915
H 1.479 2.823 2.093
H 1.036 1.127 3.553
H -1.671 0.959 1.975
H -1.644 1.591 3.743
H -2.612 -0.433 3.950
H -0.819 -0.974 4.159
H -1.703 -3.476 1.718
H 0.845 1.657 0.258
H 0.330 -0.930 -0.123
H -1.119 0.037 -1.497
H -0.197 2.086 -1.609
H -0.084 1.725 -3.652
H 1.578 1.583 -2.675
H 0.048 -2.166 -2.691
H 1.055 -0.920 -3.484
H -0.180 -1.454 -5.171
H -2.043 -1.465 -3.869
H -1.054 0.539 -4.407
H 2.546 -1.470 0.245
N 0.418 2.741 2.179
N 0.839 0.634 0.499
O 1.212 -1.032 1.944
O -1.684 -1.223 1.103
O -1.674 -2.974 2.496
O 2.511 -0.412 -2.469
O 3.130 -1.059 -0.446
*
```

In the natural (NBO) picture, each atom carries the following charge in e: C -0.123; C 0.666; C -0.406; C -0.503; C 0.813; C -0.174; C 0.795; C -0.232; C -0.657; C -0.455; C -0.613; H 0.402; H 0.362; H 0.192; H 0.243; H 0.224; H 0.251; H 0.245; H 0.498; H 0.437; H 0.253; H 0.224; H 0.206; H 0.236; H 0.249; H 0.199; H 0.242; H 0.230; H 0.214; H 0.202; H 0.500; N -0.884; N -0.584; O -0.684; O -0.635; O -0.687; O -0.562; O -0.686

Entry x
Computed, not measured: an isolated molecule of C11H20N2O5, with wB97M-V/def2-TZVPD.

Summary:
- SMILES = CC[C@H](C)[C@H](N)C(=O)N[C@@H](CCC(=O)O)C(=O)O
- HOMO energy (eV) = -9.747
- Kohn-Sham gap (eV) = 9.75
- LUMO energy (eV) = 0.01

```
! RIJCOSX wB97M-V def2-TZVPD def2/J DEFGRID3
* xyz 0 1
C -4.846 -0.831 0.806
C -3.499 0.011 1.186
C -2.695 0.431 -0.202
C -2.818 -0.703 -1.262
C -1.415 1.247 -0.269
N -1.157 1.807 -1.576
C -0.249 0.309 0.051
O -0.400 -0.558 0.831
N 0.905 0.865 -0.451
C 2.175 0.154 -0.438
C 2.927 0.330 0.948
C 4.349 -0.252 1.218
C 5.294 0.244 0.216
O 5.589 1.549 0.227
O 5.451 -0.519 -0.843
C 2.016 -1.271 -0.671
O 3.232 -1.897 -0.657
O 0.718 -1.951 -0.823
H -4.868 -1.890 0.410
H -5.551 -0.184 0.273
H -5.496 -0.641 1.697
H -2.751 -0.460 1.978
H -3.801 0.901 1.668
H -3.566 1.130 -0.445
H -2.433 -1.701 -0.622
H -3.789 -1.044 -1.656
H -1.929 -0.708 -2.064
H -1.300 2.029 0.627
H -1.289 2.907 -1.463
H -1.958 1.533 -2.230
H 0.732 1.220 -1.553
H 2.822 0.780 -1.195
H 2.167 0.117 1.827
H 3.245 1.418 1.303
H 4.468 -1.355 1.556
H 4.503 0.078 2.185
H 4.928 -1.395 -0.725
H 0.292 -1.701 0.137
*
```

In the natural (NBO) picture, each atom carries the following charge in e: C -0.661; C -0.369; C -0.255; C -0.663; C -0.141; N -0.860; C 0.729; O -0.639; N -0.644; C -0.229; C -0.390; C -0.539; C 0.770; O -0.635; O -0.656; C 0.809; O -0.645; O -0.719; H 0.233; H 0.212; H 0.226; H 0.219; H 0.195; H 0.203; H 0.214; H 0.240; H 0.226; H 0.232; H 0.383; H 0.390; H 0.464; H 0.281; H 0.230; H 0.266; H 0.227; H 0.244; H 0.538; H 0.514

Stability check: which of them is least stable? entry w.

Entry w
Computed, not measured: a 3-piece molecular cluster, C3H14N2O2 overall, with wB97M-V/def2-TZVPD.

Summary:
- SMILES = CCNCN.O.O
- HOMO energy (eV) = -9.284
- Kohn-Sham gap (eV) = 10.07
- LUMO energy (eV) = 0.78

```
! RIJCOSX wB97M-V def2-TZVPD def2/J DEFGRID3
* xyz 0 1
C 2.504 -0.071 -0.435
C 0.991 -0.174 -0.739
N 0.207 0.204 0.475
C -1.093 -0.090 0.233
N -2.035 0.670 0.994
H 2.696 -0.854 0.342
H 3.195 -0.257 -1.375
H 2.813 0.819 0.073
H 0.880 -1.182 -1.100
H 0.456 0.323 -1.615
H 0.310 -0.347 1.332
H -1.224 0.152 -0.761
H -1.188 -1.284 0.311
H -2.028 1.667 0.732
H -1.798 0.689 1.935
O -1.319 -3.216 -1.297
H -1.734 -2.289 -1.369
H -1.954 -3.661 -0.696
O -0.305 2.997 1.082
H 0.368 3.705 0.656
H 0.258 2.198 1.221
*
```

In the natural (NBO) picture, each atom carries the following charge in e: C -0.613; C -0.236; N -0.659; C -0.037; N -0.837; H 0.206; H 0.219; H 0.207; H 0.185; H 0.196; H 0.360; H 0.165; H 0.127; H 0.388; H 0.342; O -0.939; H 0.472; H 0.470; O -0.980; H 0.470; H 0.494

Entry x
Computed, not measured: a 3-piece molecular cluster, C3H14N2O2 overall, with wB97M-V/def2-TZVPD.

Summary:
- SMILES = NCCCN.O.O
- HOMO energy (eV) = -8.721
- Kohn-Sham gap (eV) = 9.50
- LUMO energy (eV) = 0.78

```
! RIJCOSX wB97M-V def2-TZVPD def2/J DEFGRID3
* xyz 0 1
N -2.090 -1.350 1.630
C -1.349 -2.458 1.034
C 0.162 -2.101 0.807
C 0.585 -0.769 0.140
N -0.635 0.028 -0.448
H -1.385 -0.801 2.218
H -2.835 -0.806 1.060
H -1.313 -3.358 1.856
H -1.633 -2.992 0.084
H 0.532 -2.855 0.096
H 0.756 -2.106 1.836
H 1.067 -0.150 0.965
H 1.499 -0.838 -0.675
H -1.563 -0.106 0.016
H -0.675 0.067 -1.419
O 4.077 1.478 2.004
H 3.786 1.006 1.275
H 4.596 2.208 1.838
O -1.233 3.948 -4.606
H -2.151 4.305 -4.713
H -0.743 4.241 -3.796
*
```

In the natural (NBO) picture, each atom carries the following charge in e: N -0.885; C -0.223; C -0.448; C -0.221; N -0.897; H 0.381; H 0.382; H 0.181; H 0.213; H 0.212; H 0.196; H 0.176; H 0.201; H 0.371; H 0.361; O -0.946; H 0.473; H 0.473; O -0.970; H 0.484; H 0.486

Stability check: which of them is least stable? entry x.

Entry w
Computed, not measured: C3H14N2O2 as an isolated structure, with wB97M-V/def2-TZVPD.

Summary:
- HOMO energy (eV) = -7.985
- Kohn-Sham gap (eV) = 6.41
- LUMO energy (eV) = -1.57

```
! RIJCOSX wB97M-V def2-TZVPD def2/J DEFGRID3
* xyz 0 1
N 0.607 0.701 0.010
C 0.054 0.102 -1.148
C -1.147 0.893 -1.597
C 0.496 0.504 -2.486
N 1.504 -2.542 0.423
H -0.047 1.755 1.225
H 1.479 -1.598 -0.009
H -0.135 -0.963 -0.818
H -2.052 0.701 -0.926
H -0.868 1.909 -1.341
H -1.561 0.857 -2.551
H 0.956 1.583 -2.665
H 0.406 -0.182 -3.402
H 2.304 -2.564 1.033
H 1.675 -3.196 -0.324
H -0.579 2.701 2.454
H 1.677 0.697 -0.040
O -0.724 1.808 2.025
H -0.655 -0.385 1.709
H -0.405 -1.818 1.477
O -0.949 -1.259 2.042
*
```

In the natural (NBO) picture, each atom carries the following charge in e: N -0.971; C -0.163; C -0.643; C -0.067; N -1.082; H 0.508; H 0.363; H 0.263; H 0.323; H 0.259; H 0.244; H 0.247; H 0.225; H 0.368; H 0.355; H 0.458; H 0.335; O -1.016; H 0.492; H 0.468; O -0.968

Entry x
Computed, not measured: a 3-piece molecular cluster, C3H14N2O2 overall, with wB97M-V/def2-TZVPD.

Summary:
- SMILES = NCCCN.O.O
- HOMO energy (eV) = -8.823
- Kohn-Sham gap (eV) = 9.40
- LUMO energy (eV) = 0.58

```
! RIJCOSX wB97M-V def2-TZVPD def2/J DEFGRID3
* xyz 0 1
N -1.659 0.578 -0.539
C -0.448 1.501 -0.357
C 0.246 0.855 0.824
C 1.549 1.631 1.249
N 2.327 2.202 0.243
H -2.368 1.183 -0.577
H -1.548 0.196 -1.429
H 0.041 1.445 -1.358
H -0.943 2.381 0.051
H 0.589 -0.247 0.740
H -0.459 1.100 1.680
H 1.353 2.496 2.089
H 2.131 0.818 1.690
H 2.170 3.048 -0.127
H 2.518 1.607 -0.589
O -1.896 -2.044 0.951
H -1.703 -1.149 1.076
H -2.667 -1.810 0.272
O 0.063 -5.579 -1.944
H 1.040 -5.488 -1.985
H -0.336 -4.724 -1.961
*
```

In the natural (NBO) picture, each atom carries the following charge in e: N -0.840; C -0.249; C -0.437; C -0.205; N -0.846; H 0.342; H 0.346; H 0.195; H 0.197; H 0.218; H 0.212; H 0.180; H 0.184; H 0.358; H 0.348; O -0.934; H 0.472; H 0.458; O -0.945; H 0.473; H 0.472

Stability check: which of them is least stable? entry w.

Entry w
Computed, not measured: a 2-piece molecular cluster, CH4S2 overall, with wB97M-V/def2-TZVPD.

Summary:
- SMILES = C=S.S
- HOMO energy (eV) = -9.132
- Kohn-Sham gap (eV) = 8.45
- LUMO energy (eV) = -0.69

```
! RIJCOSX wB97M-V def2-TZVPD def2/J DEFGRID3
* xyz 0 1
C -1.439 -0.146 -0.473
S -0.148 -0.586 -1.298
H -2.444 -0.133 -0.932
H -1.270 0.083 0.571
S 2.314 0.512 1.311
H 1.203 0.229 1.933
H 1.567 0.449 0.162
*
```

In the natural (NBO) picture, each atom carries the following charge in e: C -0.475; S 0.106; H 0.206; H 0.194; S -0.303; H 0.121; H 0.151

Entry x
Computed, not measured: a 2-piece molecular cluster, CH4S2 overall, with wB97M-V/def2-TZVPD.

Summary:
- SMILES = C=S.S
- HOMO energy (eV) = -9.061
- Kohn-Sham gap (eV) = 8.10
- LUMO energy (eV) = -0.96

```
! RIJCOSX wB97M-V def2-TZVPD def2/J DEFGRID3
* xyz 0 1
C 1.210 1.137 0.180
S 0.488 0.830 -1.312
H 1.149 0.280 0.789
H 1.363 2.130 0.475
S -1.573 -2.029 0.018
H -1.862 -1.085 -0.926
H -0.774 -1.262 0.776
*
```

In the natural (NBO) picture, each atom carries the following charge in e: C -0.422; S 0.033; H 0.191; H 0.199; S -0.287; H 0.155; H 0.132

Stability check: which of them is least stable? entry x.